Record 1
54
Properties=species:S:1:pos:R:3 method="wB97M-V/def2-TZVPD" total_charge=-1 e_tot_ev=-45395.212 de_lowest_ev=0.0000 max_force_ev_per_a=0.7 homo_lumo_gap_ev=7.43
Pd -1.1907 -0.1120 -0.3294
C -1.7673 1.8789 2.5056
Si 0.0027 1.4560 2.0496
C 1.0308 2.7822 2.9082
C 0.4584 -0.1329 2.9285
N 0.1514 1.3220 0.3280
C 0.8818 2.0881 -0.5469
C 2.1038 2.7019 -0.1969
C 2.8452 3.4816 -1.0734
C 2.4249 3.6851 -2.3781
C 1.2365 3.0817 -2.7770
C 0.5115 2.3255 -1.8853
F -0.6332 1.7688 -2.3582
H -1.8827 1.9650 3.5910
H -2.4537 1.1123 2.1406
H -2.0623 2.8287 2.0507
H 0.7362 2.7599 3.9629
H 0.8464 3.7915 2.5309
H 2.1051 2.5875 2.8697
H 0.4257 0.0018 4.0152
H 1.4775 -0.4241 2.6529
H -0.1983 -0.9556 2.6587
H 2.4887 2.5267 0.7971
H 3.7765 3.9159 -0.7277
H 3.0025 4.2815 -3.0718
H 0.8510 3.1913 -3.7831
C 4.0403 -1.8746 -1.3376
C 3.2242 -0.7849 -1.7228
C 1.9264 -0.7246 -1.3055
C 1.3592 -1.7297 -0.4755
C 0.0101 -1.6540 -0.0213
C -0.4958 -2.7158 0.6785
C 0.3020 -3.8342 1.0131
C 1.6142 -3.8898 0.6433
C 2.1736 -2.8385 -0.1260
C 3.5224 -2.8740 -0.5680
H 5.0724 -1.9205 -1.6648
H 3.6262 0.0036 -2.3471
H 1.2973 0.0928 -1.6168
H -1.5315 -2.7119 0.9995
H -0.1415 -4.6457 1.5786
H 2.2362 -4.7378 0.9087
H 4.1344 -3.7242 -0.2842
O -3.1480 -3.4170 -1.3534
C -3.6073 -2.3044 -1.2297
C -5.0920 -1.9740 -1.4393
C -5.1954 -0.4703 -1.2248
C -3.7799 -0.0998 -0.8506
O -3.3775 1.0246 -0.5270
N -2.9256 -1.1577 -0.8819
H -5.6728 -2.5538 -0.7219
H -5.3832 -2.2979 -2.4378
H -5.8762 -0.1758 -0.4261
H -5.4806 0.0804 -2.1214

---

Record 2
55
Properties=species:S:1:pos:R:3 method="wB97M-V/def2-TZVPD" total_charge=0 e_tot_ev=-48406.165 de_lowest_ev=1.6915 max_force_ev_per_a=1.1 homo_lumo_gap_ev=8.97
C 0.0824 1.7419 3.1218
N 1.2235 0.9765 3.5791
C 0.8968 0.2628 4.7980
H 1.7736 -0.2733 5.1558
H 0.5957 0.9820 5.5575
H 0.0776 -0.4612 4.6559
C 1.7636 0.0633 2.5792
C 3.0577 -0.5327 3.0862
C 3.3175 -1.8903 2.9704
C 4.5246 -2.4129 3.4031
C 5.4822 -1.5810 3.9555
C 5.2286 -0.2239 4.0741
C 4.0250 0.2984 3.6387
H 3.8118 1.3512 3.7358
H 5.9730 0.4282 4.5063
H 6.4226 -1.9890 4.2949
H 4.7152 -3.4721 3.3103
H 2.5712 -2.5461 2.5430
C 2.0809 0.7614 1.2417
N 0.9455 0.8216 0.3515
C 0.5281 1.9626 -0.2394
O 1.0616 3.0396 -0.0663
C -0.6605 1.7997 -1.1387
C -0.7199 2.5861 -2.2865
C -1.7982 2.4804 -3.1462
C -2.8238 1.6103 -2.8314
C -2.8004 0.8465 -1.6810
C -1.7110 0.9391 -0.8317
H -1.6981 0.3616 0.0809
H -3.6372 0.2036 -1.4611
S -4.1524 1.3776 -4.0063
O -4.2596 2.5098 -4.8694
O -5.3133 0.8828 -3.3373
N -3.5132 0.1447 -4.9655
C -3.1067 -1.0540 -4.3897
C -3.9443 -1.7670 -3.5364
C -3.5232 -2.9622 -2.9821
C -2.2698 -3.4765 -3.2719
C -1.4219 -2.7859 -4.1215
C -1.8468 -1.5890 -4.6582
F -1.0140 -0.8922 -5.4742
H -0.4396 -3.1567 -4.3680
H -1.9510 -4.4135 -2.8430
H -4.1861 -3.5020 -2.3236
H -4.9192 -1.3609 -3.3220
H -2.8735 0.5181 -5.6524
H -1.8704 3.0706 -4.0461
H 0.0891 3.2715 -2.4869
H 0.5064 -0.0523 0.1088
H 2.4141 1.7845 1.4201
H 2.8921 0.2106 0.7506
H 1.0471 -0.7604 2.3686
H -0.7485 1.1047 2.7757
H 0.3730 2.4157 2.3214
H -0.2777 2.3476 3.9518

---

Record 3
61
Properties=species:S:1:pos:R:3 method="wB97M-V/def2-TZVPD" total_charge=+2 e_tot_ev=-71899.430 de_lowest_ev=0.0000 max_force_ev_per_a=0.1 homo_lumo_gap_ev=6.89
In 0.0841 -0.0716 0.5465
I 0.0526 -0.3456 -6.7879
C 0.3579 -0.7629 -4.7732
C -0.2785 -1.8451 -4.1829
C -0.1016 -2.0987 -2.8298
I -1.1501 -3.6714 -1.9549
C 0.7162 -1.2892 -2.0394
O 0.8913 -1.5134 -0.7220
C 1.3244 -0.1810 -2.6473
C 2.0604 0.7934 -1.7775
N 1.1039 1.4830 -0.8530
C 0.0523 2.2312 -1.5715
C -1.1727 1.3851 -1.8377
C -1.9090 1.5206 -2.9994
C -3.0493 0.7507 -3.1669
C -3.4249 -0.1355 -2.1673
C -2.6355 -0.2306 -1.0415
N -1.5367 0.5227 -0.8782
C 1.1565 0.0671 -4.0015
H -0.9179 -2.4883 -4.7722
H 2.5723 1.5391 -2.3886
H 2.8010 0.2897 -1.1549
H 1.6334 2.1404 -0.2883
H 0.4309 2.6275 -2.5154
H -0.2386 3.0834 -0.9533
H -1.5821 2.2061 -3.7699
H -3.6326 0.8357 -4.0742
H -4.3022 -0.7585 -2.2631
H -2.8613 -0.9310 -0.2473
H 1.6449 0.9221 -4.4540
N -0.4846 3.1078 3.6559
C -0.9860 2.5745 2.5454
N -0.1292 1.6762 2.0862
C 0.8920 1.7075 2.9953
N 0.7066 2.5668 3.9625
C 2.0574 0.8287 2.8586
C 3.1436 0.8548 3.7240
N 4.1759 0.0396 3.5537
C 4.1369 -0.8013 2.5274
C 3.0568 -0.8443 1.6547
N 2.0225 -0.0241 1.8298
H -0.8835 3.8208 4.2504
H -1.9358 2.8460 2.1142
H 3.1707 1.5447 4.5582
H 4.9843 -1.4610 2.3910
H 3.0080 -1.5276 0.8164
C -1.7614 -3.9336 4.0536
N -0.8588 -4.0198 2.9196
C 0.0267 -5.1800 2.7496
C 0.7036 -4.8743 1.4127
N 0.5030 -3.4221 1.3018
C -0.4909 -3.0414 2.1089
S -1.2234 -1.4776 2.1632
H -2.4069 -4.8097 4.0611
H -2.3761 -3.0426 3.9709
H -1.1947 -3.8991 4.9855
H -0.5495 -6.1023 2.7407
H 0.7368 -5.2148 3.5794
H 0.2088 -5.3768 0.5799
H 1.7595 -5.1294 1.4044
H 0.6551 -2.9330 0.4168

---

Record 4
55
Properties=species:S:1:pos:R:3 method="wB97M-V/def2-TZVPD" total_charge=0 e_tot_ev=-48292.786 de_lowest_ev=2.1155 max_force_ev_per_a=0.9 homo_lumo_gap_ev=8.99
C -4.4995 -2.3564 -0.2176
C -3.6506 -3.2781 0.6506
H -3.7148 -2.9914 1.7067
H -4.0070 -4.3078 0.5508
O -2.2970 -3.3359 0.2361
C -1.4084 -2.4120 0.6640
C -0.0719 -2.6715 0.3305
C 0.9336 -1.8367 0.7609
C 0.6121 -0.7239 1.5187
C -0.6988 -0.4380 1.8348
C -1.7162 -1.2754 1.4098
H -2.7341 -1.0308 1.6670
H -0.9145 0.4410 2.4215
S 1.9268 0.3121 2.1224
O 2.7617 -0.4513 3.0021
O 1.3514 1.5319 2.6361
N 2.8145 0.6502 0.7478
C 2.2783 1.7179 -0.0681
H 2.1790 2.6390 0.5132
C 0.9567 1.2250 -0.6610
O 0.9585 0.2525 -1.3946
N -0.1721 1.8930 -0.3366
C -1.4564 1.5326 -0.7681
C -1.8289 0.5418 -1.6601
C -3.1779 0.3998 -1.9516
C -4.1327 1.2114 -1.3622
C -3.7531 2.1962 -0.4595
C -2.4148 2.3533 -0.1733
C -1.7550 3.3335 0.7470
H -2.0234 4.3611 0.4981
H -2.0523 3.1541 1.7820
C -0.2555 3.0658 0.5386
H 0.2469 2.8574 1.4850
H 0.2284 3.9167 0.0484
H -4.4911 2.8329 0.0053
H -5.1765 1.0801 -1.6051
H -3.4836 -0.3589 -2.6560
H -1.0918 -0.0960 -2.1152
H 2.9647 1.8802 -0.9029
C 4.2415 0.4547 0.7756
C 4.7249 -0.2322 -0.4632
C 4.0602 -0.7803 -1.5189
C 5.0596 -1.2961 -2.3842
C 6.2495 -1.0243 -1.7893
O 6.0597 -0.3763 -0.6231
H 7.2626 -1.2255 -2.0753
H 4.9037 -1.7976 -3.3171
H 2.9997 -0.7976 -1.6659
H 4.7796 1.4066 0.9064
H 4.4448 -0.1652 1.6544
H 1.9660 -2.0293 0.5197
H 0.1428 -3.5467 -0.2612
H -5.5340 -2.3970 0.1124
H -4.1479 -1.3294 -0.1620
H -4.4475 -2.6794 -1.2538